No. 1
ORCA calculation (the ωB97M-V functional and the def2-TZVPD basis) on a cluster of 2 separate species, C6H17NO2 in total at a distorted geometry.

Each line ends with the natural charge from an NBO analysis.
Element x y z (Å)
C1 -1.84 -1.01 -0.44  -0.59
C2 -0.44 -1.56 -0.18  -0.22
C3 -0.47 -3.08 -0.04  -0.61
C4 0.68 -1.14 -1.11  -0.40
C5 1.18 0.28 -0.98  -0.22
N1 1.60 0.61 0.37  -0.68
C6 1.05 1.71 1.09  0.09
O1 0.23 1.35 2.18  -0.74
H1 -1.99 0.05 -0.30  0.18
H2 -2.23 -1.38 -1.40  0.21
H3 -2.48 -1.42 0.35  0.21
H4 -0.13 -1.12 0.78  0.18
H5 0.13 -3.35 0.83  0.21
H6 -1.44 -3.48 0.22  0.21
H7 -0.01 -3.54 -0.91  0.21
H8 0.43 -1.29 -2.16  0.21
H9 1.54 -1.78 -0.89  0.19
H10 0.46 0.96 -1.44  0.22
H11 2.09 0.32 -1.58  0.18
H12 2.05 -0.16 0.84  0.37
H13 0.48 2.33 0.41  0.19
H14 1.86 2.38 1.40  0.15
H15 -0.19 0.49 2.06  0.47
O2 -1.37 2.50 -0.79  -0.94
H16 -1.94 3.24 -1.03  0.48
H17 -1.97 1.85 -0.42  0.47

The SMILES is CC(C)CCNCO.O. The HOMO-LUMO gap is 8.854 eV. The total energy is -444.00233 Eh. The value obtained for the relative energy (zero: lowest compared OMol25 entry of this formula, charge and spin) is 1.050 eV. As for the LUMO energy: 0.59 eV. The HOMO energy comes out at -8.26 eV. For the molar mass, the calculation gives 135.207 g mol⁻¹.

No. 2
ORCA calculation (the ωB97M-V functional and the def2-TZVPD basis) on a cluster of 14 separate species, C33H48N13P in total at a distorted geometry.

Each line ends with the Mulliken charge.
Element x y z (Å)
P1 3.58 -4.83 2.57  -0.07
C1 2.98 -3.20 1.90  -0.76
C2 1.49 -2.99 2.03  0.62
C3 0.60 -3.84 1.37  -0.19
C4 -0.76 -3.65 1.49  -0.83
C5 -1.25 -2.61 2.27  -0.31
C6 -0.38 -1.75 2.92  -0.50
C7 0.99 -1.94 2.79  -0.70
H1 3.24 -5.69 1.51  0.03
H2 2.54 -5.13 3.48  0.00
H3 3.23 -3.15 0.85  0.12
H4 3.50 -2.40 2.42  0.43
H5 0.98 -4.65 0.78  0.47
H6 -1.44 -4.30 0.97  0.43
H7 -2.31 -2.46 2.37  0.37
H8 -0.74 -0.94 3.52  0.46
H9 1.69 -1.29 3.29  0.34
C8 -4.53 0.12 2.03  -0.48
C9 -3.68 0.08 3.21  0.42
N1 -3.07 0.09 4.19  -0.49
H10 -5.40 -0.52 2.18  0.29
H11 -4.87 1.14 1.86  0.34
H12 -4.00 -0.24 1.14  -0.05
C10 -3.40 1.68 -2.05  -0.26
C11 -3.72 0.37 -1.51  0.49
N2 -3.98 -0.66 -1.08  -0.58
H13 -3.58 2.45 -1.30  0.28
H14 -2.34 1.69 -2.33  0.17
H15 -4.00 1.89 -2.93  -0.11
C12 5.56 -2.49 -2.17  -0.61
C13 5.48 -3.38 -1.02  0.40
N3 5.41 -4.06 -0.10  -0.46
H16 4.94 -2.88 -2.98  0.36
H17 5.21 -1.50 -1.90  -0.07
H18 6.59 -2.42 -2.52  0.39
C14 2.93 -0.06 -4.93  -0.42
C15 4.35 -0.27 -4.70  0.40
N4 5.47 -0.43 -4.51  -0.48
H19 2.40 0.02 -3.98  -0.17
H20 2.78 0.85 -5.50  0.33
H21 2.53 -0.90 -5.50  0.31
C16 -5.76 2.24 5.87  -0.61
C17 -6.39 3.08 4.86  0.39
N5 -6.88 3.72 4.05  -0.45
H22 -6.52 1.84 6.54  0.27
H23 -5.23 1.42 5.39  0.12
H24 -5.05 2.82 6.45  0.27
C18 -6.71 7.11 4.88  -0.48
C19 -5.59 8.02 5.05  0.31
N6 -4.71 8.74 5.18  -0.41
H25 -6.36 6.09 4.78  0.02
H26 -7.37 7.17 5.74  0.29
H27 -7.27 7.37 3.98  0.26
C20 -6.61 1.56 -5.23  -0.80
C21 -5.27 2.12 -5.24  0.40
N7 -4.21 2.56 -5.26  -0.41
H28 -6.56 0.48 -5.39  0.27
H29 -7.08 1.76 -4.27  0.28
H30 -7.21 2.01 -6.02  0.31
C22 -4.61 8.97 1.01  -0.63
C23 -5.86 8.34 0.63  0.31
N8 -6.85 7.84 0.33  -0.38
H31 -4.69 10.05 0.89  0.25
H32 -4.40 8.75 2.06  0.19
H33 -3.80 8.60 0.39  0.26
C24 8.03 -2.89 1.89  -0.37
C25 8.93 -1.80 2.23  0.26
N9 9.63 -0.93 2.50  -0.37
H34 8.61 -3.78 1.63  0.28
H35 7.39 -3.13 2.74  0.23
H36 7.41 -2.62 1.05  -0.07
C26 0.37 -0.95 -1.64  -0.15
C27 -0.16 0.06 -2.55  0.29
N10 -0.58 0.84 -3.27  -0.54
H37 -0.34 -1.13 -0.83  0.17
H38 0.53 -1.88 -2.18  0.33
H39 1.32 -0.61 -1.23  -0.09
C28 4.41 1.90 -0.89  -1.03
C29 3.95 0.53 -1.10  0.56
N11 3.59 -0.54 -1.27  -0.43
H40 5.49 1.94 -1.02  0.32
H41 3.94 2.56 -1.61  0.28
H42 4.16 2.22 0.12  0.36
C30 5.30 -0.05 -8.88  -0.78
C31 4.02 0.48 -8.42  0.39
N12 3.02 0.90 -8.05  -0.41
H43 5.16 -0.57 -9.83  0.29
H44 6.01 0.77 -9.02  0.26
H45 5.70 -0.75 -8.15  0.27
C32 1.19 -8.10 3.40  -0.47
C33 2.61 -8.30 3.67  0.30
N13 3.73 -8.45 3.88  -0.39
H46 0.65 -7.98 4.34  0.25
H47 1.06 -7.20 2.80  0.04
H48 0.80 -8.95 2.86  0.30

The HOMO-LUMO gap is 8.504 eV. The total energy is -2339.29516 Eh. As for the LUMO energy: 0.18 eV. The HOMO energy comes out at -8.33 eV. For the molar mass, the calculation gives 657.812 g mol⁻¹.

No. 3
ORCA calculation (the ωB97M-V functional and the def2-TZVPD basis) on a structure of composition CH3Cl2HgO at a distorted geometry.

Each line ends with the natural charge from an NBO analysis.
Element x y z (Å)
Hg1 -1.59 -0.76 -0.91  1.30
C1 1.08 0.60 0.63  -0.25
O1 0.69 -0.38 -0.31  -0.95
H1 1.56 0.03 1.44  0.13
H2 1.86 1.26 0.23  0.13
H3 0.21 1.12 1.04  0.14
Cl1 -0.58 -2.99 -1.88  -0.74
Cl2 -3.24 1.12 -0.24  -0.75

The HOMO-LUMO gap is 7.031 eV. The total energy is -1189.01394 Eh. The value obtained for the relative energy (zero: lowest compared OMol25 entry of this formula, charge and spin) is 0.009 eV. The charge is -1. As for the LUMO energy: 2.43 eV. The HOMO energy comes out at -4.61 eV. For the molar mass, the calculation gives 302.530 g mol⁻¹.

No. 4
ORCA calculation (the ωB97M-V functional and the def2-TZVPD basis) on a structure of composition C36H33IrN7S4Si.

Each line ends with the Mulliken charge.
Element x y z (Å)
Ir1 0.09 0.25 -0.13  1.04
S1 0.47 0.97 6.92  -0.19
C1 1.57 -0.13 7.60  -0.33
C2 2.13 -0.94 6.65  -0.71
C3 1.68 -0.66 5.36  -0.04
C4 0.75 0.37 5.31  0.29
C5 0.06 0.91 4.17  0.68
C6 0.38 0.46 2.88  -0.27
N1 -0.21 0.91 1.78  0.09
C7 -1.25 1.81 1.91  -0.19
C8 -1.61 2.35 3.18  0.37
C9 -2.66 3.33 3.20  -1.09
C10 -3.30 3.71 2.08  -1.34
C11 -2.97 3.14 0.80  0.34
C12 -3.59 3.48 -0.38  -0.91
C13 -3.16 2.85 -1.61  0.86
C14 -2.12 1.90 -1.55  0.15
N2 -1.52 1.56 -0.44  0.10
C15 -1.92 2.17 0.76  0.05
C16 -3.74 3.19 -2.85  0.86
C17 -3.47 2.69 -4.14  -0.35
C18 -4.24 3.29 -5.12  -0.48
C19 -5.11 4.24 -4.61  -0.35
S2 -4.99 4.42 -2.93  -0.13
C20 -0.94 1.90 4.29  -1.04
H1 1.74 -0.14 8.66  0.47
H2 2.85 -1.71 6.89  0.41
H3 2.01 -1.20 4.48  0.25
H4 1.15 -0.28 2.73  0.30
H5 -2.92 3.77 4.16  0.49
H6 -4.08 4.45 2.11  0.48
H7 -4.39 4.20 -0.38  0.43
H8 -1.80 1.41 -2.46  -0.77
H9 -2.74 1.92 -4.35  0.44
H10 -4.19 3.04 -6.17  0.44
H11 -5.82 4.84 -5.16  0.48
H12 -1.19 2.29 5.27  0.50
C21 -0.64 -0.33 -3.91  -1.24
C22 0.24 -1.24 -3.11  0.30
C23 0.73 -2.43 -3.65  -0.84
C24 1.55 -3.24 -2.88  -0.72
C25 1.93 -2.85 -1.61  -0.65
C26 1.44 -1.63 -1.13  0.35
N3 0.57 -0.89 -1.87  0.18
N4 1.66 -1.02 0.06  -0.18
Si1 3.21 -1.16 0.91  0.09
C27 4.58 -1.33 -0.38  -1.14
C28 3.46 0.44 1.88  -0.87
C29 3.16 -2.68 2.02  -1.32
H13 -0.46 -0.46 -4.98  0.57
H14 -0.41 0.71 -3.66  0.37
H15 -1.69 -0.54 -3.71  0.23
H16 0.46 -2.71 -4.66  0.52
H17 1.90 -4.18 -3.28  0.48
H18 2.56 -3.47 -0.99  0.51
H19 4.32 -0.87 -1.33  0.33
H20 4.81 -2.38 -0.59  0.35
H21 5.50 -0.86 -0.02  0.47
H22 2.74 1.21 1.62  0.17
H23 4.46 0.84 1.67  0.48
H24 3.41 0.27 2.96  0.40
H25 3.12 -3.60 1.42  0.36
H26 2.29 -2.69 2.68  0.34
H27 4.06 -2.73 2.63  0.46
S3 -3.24 -2.98 0.57  -0.27
C30 -2.07 -1.94 0.40  0.75
N5 -1.18 -1.17 0.27  -0.52
N6 5.64 4.46 -1.49  -0.35
C31 4.45 4.70 -0.89  0.93
S4 4.25 6.26 -0.17  -0.06
C32 3.41 3.76 -0.86  1.07
C33 3.44 2.52 -1.56  -0.95
C34 2.43 1.62 -1.41  -0.59
N7 1.35 1.81 -0.61  0.56
C35 1.27 3.02 0.01  -0.63
C36 2.22 3.98 -0.09  -0.74
H28 6.34 5.18 -1.53  0.18
H29 5.86 3.56 -1.86  0.16
H30 4.25 2.28 -2.23  0.34
H31 2.45 0.69 -1.96  0.36
H32 0.40 3.21 0.62  0.12
H33 2.09 4.92 0.44  0.32

The HOMO-LUMO gap (spin up / spin down) is 5.587 / 4.319 eV. The total energy is -3761.02372 Eh. The value obtained for the relative energy (zero: lowest compared OMol25 entry of this formula, charge and spin) is 0.533 eV. The charge is +2. As for the LUMO energy (spin up / spin down): -5.08 / -8.13 eV. The HOMO energy (spin up / spin down) comes out at -10.66 / -12.45 eV. For the molar mass, the calculation gives 912.280 g mol⁻¹. As for the spin multiplicity: 6.

No. 5
ORCA calculation (the ωB97M-V functional and the def2-TZVPD basis) on a structure of composition C2HNdO2 at a distorted geometry.

Each line ends with the Mulliken charge.
Element x y z (Å)
O1 2.55 1.47 -1.32  -0.37
C1 1.43 1.45 -0.94  0.65
C2 0.13 1.26 -0.70  -0.41
O2 -0.37 0.55 0.31  -0.77
H1 -0.39 2.15 -1.14  0.21
Nd1 -0.95 -1.72 0.95  1.68

The HOMO-LUMO gap (spin up / spin down) is 4.555 / 4.657 eV. The total energy is -788.32918 Eh. The value obtained for the relative energy (zero: lowest compared OMol25 entry of this formula, charge and spin) is 0.169 eV. The charge is +1. As for the LUMO energy (spin up / spin down): -5.88 / -5.82 eV. The HOMO energy (spin up / spin down) comes out at -10.43 / -10.48 eV. For the molar mass, the calculation gives 201.268 g mol⁻¹. As for the spin multiplicity: 5.

No. 6
ORCA calculation (the ωB97M-V functional and the def2-TZVPD basis) on the ion C3H8N3O with charge +1 at a distorted geometry.

Each line ends with the natural charge from an NBO analysis.
Element x y z (Å)
N1 -2.45 1.76 0.19  -0.72
C1 -1.66 0.82 -0.26  0.33
N2 -0.38 0.84 -0.28  -0.43
N3 0.30 -0.28 -0.64  -0.37
C2 1.64 -0.28 0.01  -0.33
C3 1.97 -1.60 0.66  0.41
O1 1.21 -2.53 0.62  -0.49
H1 -3.39 1.63 0.21  0.41
H2 -2.10 2.64 0.67  0.43
H3 -2.29 -0.06 -0.71  0.18
H4 0.47 -0.51 -1.68  0.43
H5 -0.09 -1.18 -0.15  0.44
H6 1.63 0.60 0.69  0.28
H7 2.36 -0.13 -0.69  0.24
H8 2.79 -1.71 1.35  0.18

The SMILES is N/C=N/[NH2+]CC=O. The HOMO-LUMO gap is 11.249 eV. The total energy is -358.29543 Eh. The value obtained for the relative energy (zero: lowest compared OMol25 entry of this formula, charge and spin) is 2.749 eV. The charge is +1. As for the LUMO energy: -3.16 eV. The HOMO energy comes out at -14.41 eV. For the molar mass, the calculation gives 102.117 g mol⁻¹.